The following is a DFT calculation (ωB97M-V with the def2-TZVPD basis set) of C4H2ClNOS in the gas phase in a non-equilibrium geometry.

Geometry as XYZ:
```
10
Properties=species:S:1:pos:R:3:forces:R:3
Cl 2.7673 -0.6485 0.0430 -0.501 0.009 -0.116
S -2.2549 -1.6819 -0.0028 0.441 1.069 -0.114
O -1.8780 0.9633 0.1430 0.089 -0.742 -0.833
N -0.8517 1.9299 -0.0217 0.623 -0.194 0.437
C 0.0955 -0.1397 -0.0306 0.712 -0.417 -0.352
C 1.0940 -1.0583 -0.0194 -0.805 0.725 0.366
C 0.2591 1.2920 -0.0667 -0.233 0.107 0.114
C -1.3717 -0.2969 -0.0137 -0.161 -0.942 0.850
H 1.2255 1.7555 -0.0892 0.017 0.590 -0.200
H 0.9150 -2.1154 0.0580 -0.182 -0.204 -0.152
```
Positions in Å, forces in eV/Å.

Results
- Relative energy (zero: lowest compared OMol25 entry of this formula, charge and spin): 219.6 kJ/mol
- E_tot: -31073.1104 eV